1.
A molecular structure, C22H15F6N3O7PtS2. Source: the OMol25 dataset; level of theory: the ωB97M-V functional and the def2-TZVPD basis.

The net charge is 0. As for the expectation value of S²: 6.051. The spin multiplicity is 5. The gap between HOMO and LUMO (spin up / spin down) comes out at 7.37 / 5.86 eV. The LUMO energy (spin up / spin down) is -1.12 / -3.13 eV. Its HOMO energy (spin up / spin down) is -8.5 / -9.0 eV.

The geometry in XYZ format:
```
56
Properties=species:S:1:pos:R:3:forces:R:3:mulliken_spin:R:1
Pt -0.065 -0.092 -0.100 0.77 0.00 0.10 1.83
S -1.606 -2.654 0.342 0.12 0.39 0.19 0.00
S -3.264 -0.542 1.159 0.25 -0.05 -0.33 0.01
F -3.580 -1.608 3.545 0.08 -0.04 0.05 0.00
F -5.129 -2.129 2.131 -0.03 -0.02 -0.07 0.00
F -3.029 -4.811 0.511 -0.06 -0.04 0.00 0.00
F -1.020 -4.991 1.306 -0.04 0.01 -0.01 0.00
F -5.065 -0.143 2.985 -0.02 0.05 0.05 0.00
F -2.538 -3.930 2.427 -0.02 0.04 0.02 0.00
O -4.112 0.306 0.389 0.04 -0.02 0.15 0.01
O -1.200 -3.048 -0.971 -0.03 -0.07 0.21 0.00
O -2.089 0.000 1.806 -0.20 0.22 0.07 0.05
O 1.445 -1.481 -0.718 -0.32 -0.05 -0.05 0.25
O 1.665 1.535 -1.519 -0.10 -0.03 -0.06 0.11
O 1.623 3.653 -3.075 -0.01 -0.18 0.18 0.01
O -0.559 -2.064 1.213 -0.34 -0.13 -0.72 0.06
N 2.345 1.729 0.672 0.16 0.09 -0.08 0.45
N -2.933 -1.844 0.315 -0.11 0.01 0.00 0.00
N 1.946 0.513 0.792 -0.53 0.04 0.17 0.37
C 2.392 6.465 -0.963 0.03 0.06 0.04 0.01
C 2.379 -1.678 1.500 0.00 -0.30 0.17 0.04
C 2.550 4.497 0.382 -0.02 -0.06 -0.03 0.01
C 2.696 -4.384 0.912 0.09 -0.08 0.26 0.05
C -1.327 3.876 0.774 0.00 -0.02 0.00 -0.01
C 1.983 -2.194 0.202 0.00 0.08 0.09 0.11
C 2.028 2.264 -0.587 0.05 0.02 0.26 -0.04
C 2.398 -0.314 1.737 0.03 0.21 -0.16 0.06
C 2.644 5.863 0.275 -0.03 0.03 -0.08 0.00
C -4.325 -1.155 2.543 -0.07 0.02 0.08 0.00
C -0.888 1.749 -0.242 0.16 -0.32 0.01 0.48
C 2.897 -2.580 2.486 -0.06 0.28 -0.16 -0.02
C 3.049 -3.891 2.208 -0.01 -0.25 -0.23 0.05
C 2.204 -3.575 -0.059 -0.01 0.08 -0.06 0.00
C 2.202 3.705 -0.726 0.00 0.06 0.08 0.03
C -2.087 -4.193 1.207 0.28 -0.27 0.09 0.01
C -1.996 3.455 -1.506 0.00 0.03 -0.02 -0.02
C -1.474 2.173 -1.431 -0.04 0.02 -0.01 -0.07
C 1.954 4.327 -1.964 -0.02 0.00 -0.10 0.01
C -0.799 2.597 0.862 -0.06 0.11 -0.04 0.00
C 2.056 5.716 -2.067 0.01 -0.01 0.05 -0.01
C -1.915 4.307 -0.411 0.01 -0.06 0.00 0.08
H 2.738 4.005 1.326 0.00 -0.01 0.00 0.00
H 2.466 7.541 -1.060 0.00 0.00 0.01 0.00
H -1.532 1.514 -2.288 0.03 0.01 -0.01 0.01
H -1.277 4.537 1.630 0.00 0.01 0.00 0.00
H 2.809 -5.441 0.707 0.02 0.00 0.01 0.00
H 2.908 6.464 1.133 0.01 0.00 0.00 0.00
H -2.313 5.310 -0.480 0.00 0.00 0.00 0.00
H 1.553 2.704 -2.830 -0.01 0.09 -0.05 0.00
H -2.458 3.791 -2.425 -0.01 0.01 0.01 0.00
H 3.185 -2.181 3.451 -0.04 0.04 0.00 0.00
H 1.863 6.174 -3.028 0.00 0.00 0.00 0.00
H 3.445 -4.568 2.951 -0.02 -0.03 -0.02 0.00
H 1.902 -3.947 -1.028 0.01 -0.01 0.01 0.00
H -0.358 2.257 1.790 0.02 -0.01 -0.02 0.02
H 2.854 0.106 2.630 0.08 0.04 -0.06 0.02
```
Forces are in eV/Å.

=====

2.
A molecular structure, C3H12FInO3 in a non-equilibrium geometry. Source: the OMol25 dataset; level of theory: the ωB97M-V functional and the def2-TZVPD basis.

The net charge is +2. The gap between HOMO and LUMO comes out at 2.69 eV. The LUMO energy is -14.07 eV. Its HOMO energy is -16.8 eV.

The geometry in XYZ format:
```
20
Properties=species:S:1:pos:R:3:forces:R:3:lowdin_charge:R:1
In -5.309 2.705 -2.459 0.02 0.01 -0.01 0.99
F -1.829 1.029 -1.051 0.24 -0.06 0.05 -0.36
O 0.568 -1.136 -3.415 -0.30 -1.58 0.48 0.07
O -0.822 -1.335 2.216 -0.10 -0.69 -0.85 0.06
O 1.232 3.182 0.223 1.19 0.52 1.12 0.07
C 0.442 -2.446 -2.842 1.59 -0.13 -1.45 -0.05
C 2.519 2.641 0.543 -1.62 -1.95 -0.88 -0.03
C -1.496 -1.165 3.411 1.86 1.16 0.87 -0.07
H 3.185 2.836 -0.297 0.66 1.00 0.00 0.13
H 0.941 -2.499 -1.875 -0.56 0.31 0.75 0.11
H 0.611 2.508 -0.062 -0.12 -0.42 -0.34 0.09
H -2.317 -1.848 3.628 -0.50 -0.14 -0.29 0.13
H -1.708 -0.098 3.488 -1.01 -0.03 0.22 0.11
H 2.465 1.561 0.406 -0.17 -0.37 0.24 0.09
H 2.896 2.798 1.554 -0.07 1.11 -0.21 0.12
H 0.094 -0.524 -2.847 -0.29 0.45 0.28 0.09
H 1.031 -3.149 -3.432 0.14 0.43 -0.47 0.10
H -0.716 -1.359 4.148 -0.18 -0.43 0.46 0.12
H -1.245 -0.791 1.548 -0.11 0.21 -0.52 0.10
H -0.544 -2.909 -2.885 -0.69 0.58 0.54 0.12
```
Forces are in eV/Å.

=====

3.
2 unconnected molecules or ions with the total composition C13H19O2S in a non-equilibrium geometry. Source: the OMol25 dataset; level of theory: the ωB97M-V functional and the def2-TZVPD basis.

The net charge is +1. The gap between HOMO and LUMO comes out at 7.13 eV. The LUMO energy is -3.86 eV. Its HOMO energy is -11.0 eV.

The geometry in XYZ format:
```
35
Properties=species:S:1:pos:R:3:forces:R:3:lowdin_charge:R:1
S 1.982 0.157 1.596 0.56 -0.05 0.80 1.09
O -1.817 -0.462 1.461 1.16 0.41 0.33 -0.01
O -0.588 0.766 2.962 0.18 -1.01 -1.73 0.06
C -0.641 4.290 -1.264 -1.23 -0.37 -1.26 -0.04
C -1.420 2.018 -1.963 0.27 -2.03 0.21 -0.04
C -0.596 1.160 -1.283 -1.26 -0.09 -1.24 -0.04
C 0.817 2.735 0.060 0.64 1.81 1.15 -0.05
C -1.439 3.413 -1.980 0.50 2.36 0.36 -0.05
C 0.353 3.967 -0.323 0.71 -0.75 0.69 -0.03
C 0.407 -0.092 0.943 -1.83 -0.57 0.66 -0.36
C -4.066 -1.079 1.879 -0.33 -0.06 0.00 -0.06
C 2.911 -0.790 0.379 0.33 -0.21 0.30 -0.21
C -2.778 -0.638 2.509 -0.79 0.00 0.05 -0.22
C 2.145 -0.833 3.102 0.21 -0.32 -0.21 -0.21
C 0.499 1.474 -0.460 1.48 -2.64 0.29 -0.15
C -0.679 0.127 1.904 0.00 0.56 0.90 -0.54
H -2.886 0.303 3.047 0.00 -0.19 0.07 0.13
H 1.595 2.743 0.854 -0.43 0.07 -0.82 0.11
H -0.784 5.355 -1.460 -0.02 -0.35 0.08 0.12
H 3.177 -0.730 3.469 -0.35 0.04 -0.16 0.07
H -0.751 0.077 -1.412 -0.05 0.67 -0.24 0.13
H 0.257 -1.012 0.323 0.39 0.90 0.52 0.13
H 0.886 4.812 0.111 -0.24 -0.14 0.09 0.12
H -2.113 1.524 -2.646 0.02 0.16 0.26 0.12
H 2.911 -0.238 -0.566 0.07 -0.19 0.23 0.07
H 1.935 -1.874 2.832 -0.02 0.20 0.25 0.08
H 1.328 0.739 -0.510 -0.50 1.72 -1.41 0.05
H -3.954 -2.022 1.347 0.06 -0.02 -0.06 0.08
H -4.474 -0.336 1.196 0.09 0.08 -0.05 0.08
H -2.417 -1.426 3.175 0.14 0.22 0.12 0.13
H -2.158 3.878 -2.664 0.28 -0.21 0.29 0.12
H 3.941 -0.904 0.739 -0.29 0.05 -0.12 0.08
H -4.798 -1.233 2.667 -0.13 -0.04 0.08 0.08
H 1.430 -0.437 3.834 0.16 -0.08 -0.32 0.07
H 2.418 -1.760 0.278 0.20 0.07 -0.09 0.08
```
Forces are in eV/Å.

=====

4.
2 unconnected molecules or ions with the total composition C3H12N2O in a non-equilibrium geometry. Source: the OMol25 dataset; level of theory: the ωB97M-V functional and the def2-TZVPD basis.

The net charge is 0. The gap between HOMO and LUMO comes out at 10.22 eV. Its SMILES is NCCCN.O. The LUMO energy is 0.98 eV. Its HOMO energy is -9.2 eV.

The geometry in XYZ format:
```
18
Properties=species:S:1:pos:R:3:forces:R:3:lowdin_charge:R:1
O -2.651 0.355 -3.620 0.37 0.37 -0.10 -0.07
N 0.867 0.083 2.702 0.41 -0.22 0.22 -0.02
N 0.598 0.915 -1.383 0.06 0.34 -0.39 -0.02
C 0.257 -1.020 1.932 0.24 0.09 0.46 -0.29
C 0.217 -0.803 0.433 -0.35 0.64 -0.62 -0.20
C 0.086 0.675 -0.042 -0.29 -1.12 0.15 -0.28
H 0.643 0.095 -1.970 -0.11 -0.20 0.15 0.06
H -0.751 -1.167 2.328 0.03 0.02 -0.05 0.10
H 1.520 1.326 -1.386 -0.01 -0.02 0.10 0.06
H -0.648 -1.338 0.046 -0.09 -0.20 -0.10 0.10
H 0.817 -1.940 2.103 -0.15 -0.27 0.05 0.10
H -2.850 1.140 -4.145 -0.23 -0.15 0.00 0.03
H 1.069 -1.264 -0.060 0.40 0.10 0.08 0.10
H 0.612 1.299 0.668 -0.08 0.42 -0.04 0.09
H 1.646 0.507 2.207 -0.10 -0.15 -0.13 0.05
H 1.303 -0.327 3.529 -0.29 0.26 -0.08 0.06
H -1.750 0.549 -3.326 -0.09 -0.17 0.17 0.02
H -0.985 0.915 -0.016 0.27 0.26 0.14 0.11
```
Forces are in eV/Å.